(1)
Formula: C3H8O3PS
Source: the OMol25 dataset
Level of theory: ωB97M-V/def2-TZVPD

XYZ file:
```
16
Properties=species:S:1:pos:R:3:forces:R:3:nbo_charge:R:1
C -1.506 0.085 -1.215 2.815 0.119 -1.510 -0.75
C -1.170 0.136 1.422 1.088 -1.733 -0.475 -0.76
C -1.460 -0.587 0.102 -2.374 -0.754 1.597 0.60
O 3.547 -0.725 1.030 -1.342 3.187 -0.816 -1.02
O -1.962 -1.698 0.159 0.524 -0.480 0.130 -0.60
O 2.797 -1.066 -1.397 0.772 -1.153 1.519 -1.03
P 2.115 -0.574 0.078 1.031 -2.159 0.891 1.01
S 1.957 1.347 -0.017 -0.294 1.997 -0.349 -0.84
H -0.406 0.402 -1.452 -1.616 -0.769 0.109 0.27
H -1.922 1.090 -1.095 -0.710 -0.321 -0.426 0.23
H -1.906 -0.682 -2.003 0.508 1.957 1.471 0.24
H -1.370 -0.544 2.348 0.083 1.666 -1.817 0.23
H -1.469 1.152 1.338 -1.528 0.838 0.590 0.23
H -0.132 0.419 1.335 1.025 -0.565 0.443 0.28
H 3.844 -1.577 1.149 0.712 -3.131 0.249 0.46
H 2.394 -0.521 -2.030 -0.694 1.301 -1.606 0.47
```
Forces are in eV/Å.

DFT total energy (Eh): -1084.452929
Spin multiplicity: 1
E_HOMO (eV): -3.4
Total charge: -1
Max |F| (hartree/bohr): 0.06909
ΔE to the lowest compared entry with this formula, charge and spin (eV): 1.7246

***

(2)
Formula: C3H8O4
Source: the OMol25 dataset
Level of theory: ωB97M-V/def2-TZVPD

XYZ file:
```
15
Properties=species:S:1:pos:R:3:forces:R:3:nbo_charge:R:1
O -3.669 -1.689 0.831 0.167 -0.384 1.160 -0.94
H -3.958 -2.545 1.221 0.337 0.937 -0.390 0.47
H -3.217 -1.221 1.570 -0.490 -0.528 -0.757 0.47
O 0.821 -0.945 -1.862 2.711 0.913 1.554 -0.60
O 3.035 -0.508 -1.310 -1.228 -1.028 -0.789 -0.68
O -0.311 1.549 1.391 -0.764 1.318 -0.706 -0.73
C 1.679 -0.382 -1.158 -2.272 -0.134 -1.346 0.79
C -0.224 0.808 0.154 0.449 -1.247 1.172 -0.07
C 1.287 0.650 -0.100 0.701 -0.237 -0.818 -0.53
H 3.158 -1.179 -2.036 -0.113 0.813 0.837 0.50
H -0.686 2.442 1.239 0.391 -0.855 0.046 0.47
H -0.664 -0.162 0.454 0.263 0.241 -0.710 0.19
H -0.793 1.181 -0.719 0.403 0.164 0.629 0.19
H 1.682 1.611 -0.484 0.009 -0.323 0.348 0.23
H 1.860 0.390 0.810 -0.563 0.350 -0.232 0.24
```
Forces are in eV/Å.

SMILES: O=C(O)CCO.O
DFT total energy (Eh): -420.063151
Spin multiplicity: 1
E_HOMO (eV): -10.4
Max |F| (hartree/bohr): 0.06331
ΔE to the lowest compared entry with this formula, charge and spin (eV): 0.7688

***

(3)
Formula: C3H8OP2
Source: the OMol25 dataset
Level of theory: ωB97M-V/def2-TZVPD

XYZ file:
```
14
Properties=species:S:1:pos:R:3:forces:R:3:nbo_charge:R:1
C -0.263 -1.734 -0.590 -3.438 0.235 -0.337 -0.70
C -1.089 1.481 0.851 -3.158 2.240 -3.171 -0.23
C -0.431 -0.282 -0.627 3.594 1.481 4.069 0.20
O -0.739 0.200 0.681 2.008 -3.867 -1.322 -0.54
P 2.574 -0.034 0.676 0.382 0.130 0.435 -0.05
P 2.037 0.755 -1.066 -1.925 -0.557 0.106 -0.03
H -1.205 -2.075 -1.050 -0.088 -0.287 0.053 0.22
H 0.424 -2.229 -1.157 2.449 -0.705 -1.362 0.24
H -0.339 -2.120 0.383 0.447 -0.308 1.467 0.24
H -1.849 1.476 1.658 0.696 0.587 -0.269 0.20
H -1.679 1.708 -0.201 0.980 0.518 2.531 0.13
H -0.280 2.230 0.930 -0.148 -0.516 0.256 0.19
H -1.091 0.125 -1.293 -1.203 1.289 -2.111 0.16
H 3.930 0.500 0.803 -0.595 -0.241 -0.343 -0.03
```
Forces are in eV/Å.

DFT total energy (Eh): -876.887319
Spin multiplicity: 1
E_HOMO (spin up / spin down) (eV): -7.7 / -7.7
Max |F| (hartree/bohr): 0.10943
ΔE to the lowest compared entry with this formula, charge and spin (eV): 2.2570

***

(4)
Formula: C3H8OS2
Source: the OMol25 dataset
Level of theory: ωB97M-V/def2-TZVPD

XYZ file:
```
14
Properties=species:S:1:pos:R:3:forces:R:3:nbo_charge:R:1
C 2.163 0.184 -0.042 0.791 0.040 0.819 -0.76
S 2.254 0.941 -1.652 0.017 0.052 -0.510 0.11
S 2.177 -0.710 -2.894 -0.593 0.231 0.302 -0.14
H 3.118 -0.253 0.267 -0.155 -0.362 -0.396 0.22
H 2.033 0.968 0.708 -0.517 0.131 -0.228 0.24
H 1.360 -0.540 -0.007 -0.007 -0.033 0.183 0.21
H 0.818 -0.837 -2.857 0.541 -0.053 -0.169 0.13
C -2.528 -0.584 1.177 0.386 0.247 0.056 -0.53
C -1.470 -0.002 0.593 -1.271 -0.919 1.425 0.15
O -1.224 1.326 0.698 -0.223 0.387 -0.976 -0.68
H -2.575 -1.639 1.397 -0.031 -0.190 -0.697 0.21
H -3.320 -0.001 1.638 0.181 0.162 0.072 0.19
H -0.730 -0.617 0.104 0.382 0.393 0.010 0.18
H -2.076 1.764 0.872 0.500 -0.087 0.108 0.48
```
Forces are in eV/Å.

SMILES: C=CO.CSS
DFT total energy (Eh): -990.669022
Spin multiplicity: 1
E_HOMO (eV): -9.0
Max |F| (hartree/bohr): 0.04121
ΔE to the lowest compared entry with this formula, charge and spin (eV): 1.1314

***

(5)
Formula: C3H8OSi
Source: the OMol25 dataset
Level of theory: ωB97M-V/def2-TZVPD

XYZ file:
```
13
Properties=species:S:1:pos:R:3:forces:R:3:nbo_charge:R:1
C 2.418 0.138 -0.436 -0.049 -0.148 2.085 0.14
C -0.784 -1.131 -0.815 1.744 -0.894 1.409 -1.08
C -0.075 1.282 0.958 -1.761 0.331 -1.465 -1.13
O 3.480 0.364 0.126 -1.236 -0.540 0.639 -0.55
Si 0.491 -0.422 0.491 2.166 0.240 -2.792 1.18
H 2.524 0.363 -1.469 -0.870 0.016 -1.932 0.10
H -1.679 -0.641 -0.471 -0.715 -0.172 -0.145 0.23
H -0.647 -1.015 -1.905 0.179 0.051 0.749 0.25
H -0.740 -2.209 -0.500 -0.667 0.777 -0.746 0.24
H -0.261 2.009 0.106 0.009 -1.438 0.253 0.26
H -0.998 1.330 1.543 0.378 0.036 0.352 0.24
H 0.745 1.763 1.363 1.533 0.978 1.846 0.25
H 0.988 -1.468 1.487 -0.711 0.763 -0.251 -0.15
```
Forces are in eV/Å.

SMILES: C[SiH](C)C=O
DFT total energy (Eh): -483.771400
Spin multiplicity: 1
E_HOMO (eV): -8.5
Max |F| (hartree/bohr): 0.06888
ΔE to the lowest compared entry with this formula, charge and spin (eV): 1.9381

***

(6)
Formula: C3H8OSn
Source: the OMol25 dataset
Level of theory: ωB97M-V/def2-TZVPD

XYZ file:
```
13
Properties=species:S:1:pos:R:3:forces:R:3:nbo_charge:R:1
Sn -7.532 16.090 20.079 -0.392 0.059 -1.007 0.95
C -10.738 15.060 17.476 1.747 -1.100 -1.731 -0.63
C -9.225 15.003 16.817 -1.282 1.131 -0.297 0.10
C -9.083 15.308 15.331 -2.217 -1.254 -1.068 -0.68
O -8.572 16.115 17.356 1.842 1.690 3.295 -0.80
H -11.368 14.289 17.032 -0.076 0.168 -0.327 0.23
H -11.125 16.053 17.250 -0.034 -0.130 0.074 0.22
H -10.811 14.829 18.539 0.647 0.290 0.121 0.21
H -8.572 14.157 17.033 -0.656 -0.418 0.340 0.18
H -8.133 15.635 14.906 0.505 -0.730 0.693 0.23
H -9.746 16.092 14.964 -0.489 0.200 0.505 0.22
H -9.473 14.414 14.843 0.419 -0.008 -0.670 0.24
H -8.498 16.823 16.712 -0.014 0.103 0.071 0.50
```
Forces are in eV/Å.

DFT total energy (Eh): -408.289733
Spin multiplicity: 2
E_HOMO (spin up / spin down) (eV): -12.5 / -14.4
Total charge: +1
Max |F| (hartree/bohr): 0.08043

***

Question: Look up the max |F| of the fifth one.
Answer: 0.06888 hartree/bohr

***

Question: What is the formula in the second record?
Answer: C3H8O4

***

Question: The highest DFT total energy belongs to which entry?
Answer: C3H8OSn

***

Copy entry 2 word for word.
Formula: C3H8O4
Source: the OMol25 dataset
Level of theory: ωB97M-V/def2-TZVPD

XYZ file:
```
15
Properties=species:S:1:pos:R:3:forces:R:3:nbo_charge:R:1
O -3.669 -1.689 0.831 0.167 -0.384 1.160 -0.94
H -3.958 -2.545 1.221 0.337 0.937 -0.390 0.47
H -3.217 -1.221 1.570 -0.490 -0.528 -0.757 0.47
O 0.821 -0.945 -1.862 2.711 0.913 1.554 -0.60
O 3.035 -0.508 -1.310 -1.228 -1.028 -0.789 -0.68
O -0.311 1.549 1.391 -0.764 1.318 -0.706 -0.73
C 1.679 -0.382 -1.158 -2.272 -0.134 -1.346 0.79
C -0.224 0.808 0.154 0.449 -1.247 1.172 -0.07
C 1.287 0.650 -0.100 0.701 -0.237 -0.818 -0.53
H 3.158 -1.179 -2.036 -0.113 0.813 0.837 0.50
H -0.686 2.442 1.239 0.391 -0.855 0.046 0.47
H -0.664 -0.162 0.454 0.263 0.241 -0.710 0.19
H -0.793 1.181 -0.719 0.403 0.164 0.629 0.19
H 1.682 1.611 -0.484 0.009 -0.323 0.348 0.23
H 1.860 0.390 0.810 -0.563 0.350 -0.232 0.24
```
Forces are in eV/Å.

SMILES: O=C(O)CCO.O
DFT total energy (Eh): -420.063151
Spin multiplicity: 1
E_HOMO (eV): -10.4
Max |F| (hartree/bohr): 0.06331
ΔE to the lowest compared entry with this formula, charge and spin (eV): 0.7688